Record 1
H6O3 | the ωB97M-V functional and the def2-TZVPD basis

```
9
Properties=species:S:1:pos:R:3:mulliken_spin:R:1
H -4.87139 2.81583 -0.62757 -0.008
O 0.74998 -0.26661 1.84804 0.481
O 3.00665 -2.36827 -0.75227 0.303
H 0.40925 0.63720 1.61421 -0.014
H 3.93147 -2.20325 -1.03073 -0.009
H 1.68842 -0.35862 1.61444 -0.015
O -4.02363 2.68813 -1.07290 0.281
H 2.55992 -3.15177 -1.11291 -0.009
H -3.45065 2.20737 -0.48031 -0.009
```

Values from the calculation:
Orbital gap (spin up / spin down) (eV): 13.4 / 2.0
Spin multiplicity: 2
LUMO level (spin up / spin down) (eV): -3.448 / -12.121
Relative energy (zero: lowest compared OMol25 entry of this formula, charge and spin) (kJ/mol): 127.6
HOMO energy (spin up / spin down) (eV): -16.869 / -14.135
Net charge: +1

---

Record 2
C28H24N5O6S7Ta | the ωB97M-V functional and the def2-TZVPD basis

```
71
Properties=species:S:1:pos:R:3:lowdin_charge:R:1
O -3.26421 -1.52347 -1.20195 -0.247
C -2.67023 1.64918 1.78369 0.012
H -7.34701 0.88563 0.94732 0.104
C 2.11401 0.42141 -3.60449 -0.876
C -5.29062 0.81461 0.81268 0.013
H -3.28535 1.41986 2.65334 0.110
H 4.51047 2.36522 -4.09880 0.139
C -5.54715 -1.20428 -1.05108 -0.001
O -2.85103 2.62372 -2.60370 -0.376
N 1.91619 -0.34668 3.25070 -0.132
H 0.82657 1.50225 -4.66876 0.056
S -0.43316 1.44638 -1.21726 0.384
H 5.31055 4.84613 -0.58595 0.105
S 1.50280 -1.13388 -3.78735 0.555
N 3.20110 0.55308 -2.74342 0.030
S -1.43015 -2.46793 -3.32054 0.702
H -5.68373 -2.08364 -1.75502 0.149
H 3.89863 3.70499 3.61011 0.106
C -1.97301 -4.95150 -0.28928 0.023
O -1.72234 -0.15175 0.53782 -0.261
O -2.32757 0.21097 -2.91128 -0.585
C 3.99445 1.20119 5.94101 -0.068
C 5.09183 3.69742 -2.40277 -0.077
C 2.98000 0.40243 5.37446 -0.063
H 5.24601 2.94252 5.55470 0.106
C 3.62144 2.78655 4.15385 -0.096
C -4.04527 0.18708 0.37718 -0.064
H 4.43272 0.90346 6.84997 0.089
H 2.05774 2.48124 -4.13764 0.108
C 1.68999 -1.65910 3.61032 -1.058
C 4.33497 2.37794 5.29805 -0.099
O -0.99050 2.04245 -4.07833 -0.383
C 3.63640 1.94134 -0.84319 -0.002
H -5.23171 1.62493 1.53081 0.111
C -2.64617 -6.05345 -0.80477 -0.056
C 1.24475 -1.04834 1.27463 -1.087
S 1.89745 -2.41353 5.07497 0.625
H -1.62811 1.79935 2.08022 0.100
H 2.78350 -0.60194 5.79076 -0.020
H 3.09340 1.24321 -0.22402 0.082
S 1.21612 -1.25936 -0.40402 0.514
C -1.96450 -3.85511 -2.44339 -0.597
N -1.68431 -3.91390 -1.10937 -0.124
C -2.76958 0.56254 0.80416 -0.357
N 1.76700 1.52654 -4.30065 0.128
C -2.77735 -6.13039 -2.16248 -0.069
C -4.26375 -0.82214 -0.66424 -0.243
H 4.07794 3.28890 0.79247 0.082
C -2.47212 -5.05013 -2.99999 -0.045
H 2.29535 2.19709 2.60319 0.089
C 2.73623 1.92755 3.55122 -0.039
S -1.76482 1.66277 -2.89123 0.259
C -6.54990 0.38457 0.42700 -0.073
H -2.86016 -6.92665 -0.17063 0.125
N 1.62813 0.03037 1.93021 0.051
S 1.00084 -2.49814 2.25236 0.963
C 4.19063 3.08571 -0.24207 -0.066
O -1.25070 -2.74578 -0.53096 -0.394
H 5.67536 4.36299 -3.00452 0.096
C -6.68868 -0.63051 -0.52568 -0.041
H -7.69195 -0.97324 -0.83554 0.125
Ta -1.36753 -0.93394 -1.29449 1.456
H -1.71547 -4.82366 0.76646 0.151
C 4.47358 2.61175 -2.99745 -0.043
C 4.94534 3.91849 -1.02733 -0.097
H -2.88109 2.59553 1.26361 0.124
H 3.30211 -0.24364 -2.12947 0.080
C 3.74709 1.73793 -2.21416 -0.278
H -2.65587 -5.09957 -4.09729 0.130
H -3.23961 -7.04452 -2.60773 0.132
C 2.52403 0.62284 4.08505 -0.191
```

Values from the calculation:
Orbital gap (eV): 5.9
Spin multiplicity: 1
LUMO level (eV): -1.880
Relative energy (zero: lowest compared OMol25 entry of this formula, charge and spin) (kJ/mol): 0.0
HOMO energy (eV): -7.771

---

Record 3
C7H12N3 | the ωB97M-V functional and the def2-TZVPD basis

```
22
Properties=species:S:1:pos:R:3:lowdin_charge:R:1
C -1.92639 -0.13660 -1.11637 -0.003
C -0.85650 0.28265 -1.95585 -0.043
H -0.96792 0.30806 -3.02419 0.129
C 1.29541 0.26476 0.77170 -0.185
H 2.25257 1.22135 -1.85998 0.107
N 0.36376 0.81573 -0.15203 0.031
H 1.25238 -1.24551 2.30049 0.125
C 0.56685 -0.87360 1.53738 -0.145
H 1.23934 0.82802 -3.26785 0.104
H 2.20420 -0.13472 0.30721 0.117
C -0.70772 -0.46454 2.27690 -0.123
C -1.88774 -0.00791 0.19246 0.041
H 0.34675 -1.68899 0.84717 0.119
N -1.78872 0.09802 1.44353 0.080
H -2.76471 -0.63074 -1.58808 0.135
H -0.47002 0.30079 3.01937 0.135
H -1.11703 -1.33525 2.79922 0.134
N 0.32628 0.55464 -1.40879 -0.198
H 1.94740 -0.47485 -2.29134 0.108
H -2.39297 0.74124 1.94835 0.179
C 1.51385 0.52646 -2.25873 0.027
H 1.57093 1.05100 1.47944 0.126
```

Values from the calculation:
Orbital gap (spin up / spin down) (eV): 8.3 / 8.3
Spin multiplicity: 1
LUMO level (spin up / spin down) (eV): -3.884 / -3.884
Relative energy (zero: lowest compared OMol25 entry of this formula, charge and spin) (kJ/mol): 456.3
HOMO energy (spin up / spin down) (eV): -12.185 / -12.183
Net charge: +1

---

Record 4
C4H12Cl4N3O6 | the ωB97M-V functional and the def2-TZVPD basis

```
29
Properties=species:S:1:pos:R:3:lowdin_charge:R:1
H 0.51005 -0.75127 1.03389 0.058
H 4.34527 1.91095 -0.82153 0.064
H -1.71852 -4.49280 -2.12473 0.057
H 2.77414 1.91742 -1.59460 0.041
H 3.19637 3.56385 0.63075 0.069
N -1.94768 2.21408 0.79761 -0.636
O -2.09645 3.41077 0.44678 -0.091
Cl -0.60082 -2.69780 -3.04829 0.509
C 3.27602 1.81657 -0.63467 -0.637
H -0.89036 -0.01329 0.23489 0.064
O -2.00683 1.93833 2.01235 -0.032
Cl 2.95252 0.08618 -0.36709 0.568
Cl -2.60415 -2.79130 -0.02950 0.647
O -1.86558 1.31751 -0.08909 -0.145
H -0.70230 -1.62404 0.17319 0.001
H 2.80508 2.03136 1.44975 0.006
C -2.12058 -3.62246 -2.63352 -0.590
C 2.70417 2.59801 0.52477 -0.645
H -2.60480 -3.86118 -3.57497 0.070
C -2.98198 -2.74843 -1.75390 -0.663
H 0.37028 -0.68496 -0.63792 0.062
H -4.01540 -3.09685 -1.80575 0.067
O 0.73881 1.02219 4.41852 -0.032
H -3.02577 -1.72590 -2.12394 0.077
Cl 0.97893 2.92174 0.21510 0.644
N -0.15035 -0.76390 0.23217 0.227
N 1.36564 0.77618 3.36608 -0.557
O 2.37220 1.48750 3.09715 -0.092
O 0.94207 -0.13846 2.60652 -0.112
```

Values from the calculation:
Orbital gap (eV): 7.3
Spin multiplicity: 1
LUMO level (eV): 2.114
Relative energy (zero: lowest compared OMol25 entry of this formula, charge and spin) (kJ/mol): 0.0
HOMO energy (eV): -5.145
Net charge: -1

---

Among the records above, which one has the highest relative energy (zero: lowest compared OMol25 entry of this formula, charge and spin)?
C7H12N3